# C3HCl2N

A molecular structure, C3HCl2N (ωB97M-V/def2-TZVPD, the OMol25 dataset).

The geometry in ORCA input format:
```
! RIJCOSX wB97M-V def2-TZVPD def2/J DEFGRID3
* xyz 0 1
C 1.1685 0.0717 0.2452
C -0.3594 -0.0836 0.5737
C -0.5576 0.0493 -0.7504
N 0.9489 0.3232 -0.9816
Cl -1.3670 -0.5448 1.9441
Cl -1.8559 0.2214 -1.8685
H 2.0224 -0.0370 0.8375
*
```

Values from the calculation:
Orbital gap = 0.307 Ha
Maximum force = 0.05608 Eh/bohr
HOMO energy = -9.0 eV
Electronic energy = -1089.921562 hartree
E_LUMO = -0.022 Eh

Atom charges from the Mulliken analysis, given in e for atoms 1 to 2: number 1, C, carries 0.125; number 2, C, carries 0.085